1.
19
Properties=species:S:1:pos:R:3 method="wB97M-V/def2-TZVPD" de_lowest_kcal_mol=195.6 multiplicity=1 e_tot_ev=-7325.006 charge=+1
H -2.3376 -1.7074 2.7618
N 0.9219 0.5515 0.2715
H 0.7286 -1.4914 0.7464
C 1.4143 -0.8232 0.2385
H -2.6304 0.6956 2.0410
C -1.5360 -0.9696 2.6414
H 1.7437 1.1672 0.1887
N -1.9312 0.0663 1.6873
H 1.8113 -0.1228 -3.1434
H 1.4379 -1.1806 -0.7946
H -0.7185 -1.5679 2.2401
H -1.0952 0.4500 1.2773
H 2.4171 -0.9216 0.6534
C 1.0550 0.6514 -3.2445
H 0.4194 0.7027 -1.2040
H -0.9385 0.6514 -2.4689
C 0.1220 0.8296 -2.3004
H 1.1204 1.1588 -4.1976
H -1.2302 -0.5484 3.6115

---

2.
34
Properties=species:S:1:pos:R:3 method="wB97M-V/def2-TZVPD" multiplicity=1 e_tot_ev=-44672.574 charge=-2
O 6.3763 0.8806 -2.8325
H 1.6293 -2.3580 -0.4389
F -4.1514 -1.9868 -0.9869
H 3.0015 -0.4405 -0.9196
C 1.9733 -0.2827 -0.6035
H 1.7892 -2.3450 2.0058
H 0.4295 -1.4054 0.4215
H -0.5038 2.3195 -0.6859
C 1.5039 -1.4830 0.1920
H 0.8444 2.1743 1.2120
O 4.0037 1.2153 -2.3630
F -5.2622 -2.2913 0.8869
O 5.3156 -0.2516 -0.9403
H -0.4576 0.6073 -1.0066
H -2.4230 2.0790 0.4241
N 2.2861 -1.6909 1.4164
C 0.7063 1.2112 0.7244
C -3.8878 -0.2906 0.7356
H -1.9993 -0.8937 0.0631
S 5.3562 1.0077 -1.7513
C -4.8118 -1.3454 0.0157
H 1.3915 -0.2418 -1.5259
C -0.4898 1.3456 -0.2133
C -1.8322 1.1771 0.5469
F -5.8902 -0.7370 -0.5280
H -2.8135 0.1761 -1.0615
O 5.6935 2.1629 -0.8713
F -4.6310 0.8275 0.9338
F -3.5949 -0.7935 1.9722
C -2.6160 -0.0033 -0.0117
H 2.3399 -0.8280 1.9415
O 1.9155 0.9301 0.1138
H 0.4556 0.5060 1.5264
H -1.6471 1.0485 1.6080

---

no.,Kohn-Sham gap (eV)
1,3.938
2,3.185